ORCA calculation (ωB97M-V/def2-TZVPD) on a structure of composition C18H42BeNO2P2Si2 at a distorted geometry.

Positions of all 68 atoms, in Å:
Be  -0.66051  0.97675  0.17164
P  -2.72696  0.53781  -0.37713
C  -2.33684  0.88976  -2.10914
C  -1.03998  1.53079  -2.31094
N  -0.06048  1.27960  -1.36728
C  1.22520  1.22428  -1.77716
C  1.58294  1.79021  -2.99868
C  0.61175  2.25793  -3.88476
C  -0.71972  2.12312  -3.53607
C  2.32021  0.69920  -0.84809
P  2.52699  -1.09608  -0.59439
H  -1.53483  2.37062  -4.20957
H  2.64152  1.85734  -3.23728
H  0.89730  2.71576  -4.83221
H  3.29130  1.01915  -1.27552
H  2.23033  1.16782  0.15354
H  -1.98353  -0.46679  -2.74332
H  -3.15676  1.24915  -2.74985
H  -0.77861  -1.77179  -1.72702
O  -1.33099  -1.27278  -3.03399
H  -1.88099  -1.91045  -3.51212
H  1.32785  -1.66286  -0.14237
O  -0.52065  -2.02256  -0.74065
H  -0.53787  -2.99587  -0.69960
C  2.94175  -2.04085  -2.05115
H  3.89857  -1.70762  -2.47622
H  3.02194  -3.10214  -1.76896
H  2.14561  -1.94326  -2.80295
C  3.73202  -1.33069  0.71251
H  3.35990  -2.11988  1.38539
H  4.68797  -1.65048  0.27538
H  3.89133  -0.40247  1.28023
C  -4.02976  1.73080  0.09481
H  -4.81514  1.76358  -0.67410
H  -4.46620  1.44134  1.05969
H  -3.57358  2.72462  0.19990
C  -3.51488  -1.11738  -0.39135
H  -3.96157  -1.33500  0.58514
H  -4.28994  -1.17368  -1.16981
H  -2.73610  -1.87198  -0.58071
C  -2.49868  2.23499  3.40022
Si  -1.44843  0.68996  3.15890
C  -0.66536  0.18591  4.81369
C  -2.60066  -0.75447  2.78599
C  -0.10674  0.90380  1.82360
Si  1.14849  2.16566  2.51539
C  0.57492  3.35619  3.87159
C  2.50865  1.12997  3.33250
C  1.94157  3.33235  1.26702
H  -3.44336  1.94458  3.88292
H  -2.74125  2.72936  2.45046
H  -2.01312  2.97208  4.05008
H  -1.47199  -0.21506  5.44905
H  0.07471  -0.61586  4.67049
H  -0.18673  0.99660  5.37488
H  -2.15783  -1.45618  2.06670
H  -3.57942  -0.42468  2.41436
H  -2.78579  -1.29925  3.72598
H  0.42824  -0.07559  1.89613
H  0.14707  2.87876  4.76272
H  1.46677  3.91742  4.20053
H  -0.15024  4.08435  3.48028
H  2.55574  0.10088  2.95065
H  3.48612  1.60978  3.17237
H  2.34374  1.06702  4.41864
H  1.45326  3.34067  0.28621
H  1.87275  4.35356  1.67281
H  3.00727  3.10609  1.12345

Calculated values
LUMO in eV: -2.77
F_max in eV/A: 2.5
E_HOMO in eV: -10.24
E_tot in eV: -59664.321
HOMO-LUMO gap in eV: 7.47
Total charge: +1